# C45H122ClN11O14Ti2

A molecular structure, C45H122ClN11O14Ti2 (wB97M-V/def2-TZVPD, the OMol25 dataset).

Frontier orbital gap (alpha / beta)   3.74 / 8.19 eV
HOMO level (alpha / beta)   -3.35 / -7.81 eV
Multiplicity   7
E_LUMO (alpha / beta)   0.014 / 0.014 Ha
Relative energy (zero: lowest compared OMol25 entry of this formula, charge and spin)   0.0 kJ/mol
<S²>   12.004

```
195
Properties=species:S:1:pos:R:3:forces:R:3
Ti 12.445 -15.660 -6.561 0.84 -0.01 0.37
Ti 16.077 -14.347 -5.857 -0.72 0.05 0.20
Cl 13.828 -12.940 -6.467 -0.10 -1.08 0.04
O 17.140 -19.425 -7.528 0.28 0.08 1.06
O 10.037 -15.022 -0.207 1.25 -0.02 -0.43
O 15.212 -12.970 -2.416 -1.57 -0.30 -0.40
O 9.978 -20.152 -7.884 1.20 0.35 1.16
O 11.562 -19.937 -1.887 0.15 -1.30 -0.03
O 11.293 -17.040 -11.260 0.61 1.22 -0.56
O 14.630 -16.350 -6.013 -2.31 -0.47 -1.26
O 21.064 -13.751 -1.077 0.51 0.73 0.52
O 16.740 -23.087 -5.591 0.36 -0.65 -0.50
O 17.483 -14.323 -7.651 -0.32 1.09 -0.11
O 14.037 -15.678 1.915 0.05 1.06 -0.52
O 16.323 -16.419 -4.770 2.41 -0.54 1.59
O 14.670 -17.845 -4.314 0.44 -0.20 -0.62
O 17.018 -20.932 -1.520 -0.46 2.14 1.07
N 17.877 -12.764 -5.135 -0.22 -1.28 0.48
N 11.609 -23.311 -0.538 -0.64 -0.59 1.69
N 19.649 -25.387 -6.041 -0.34 0.54 1.28
N 19.289 -15.416 -3.900 -0.41 1.15 -0.60
N 18.773 -17.719 -6.018 0.40 0.32 -0.94
N 11.910 -17.951 -5.630 0.43 1.87 0.05
N 16.441 -16.487 0.735 0.40 0.48 0.28
N 11.893 -16.446 -8.662 -0.24 0.18 0.83
N 16.236 -18.139 -1.696 0.42 -0.67 -0.53
N 10.691 -13.894 -2.935 -0.16 -0.13 0.58
N 12.535 -11.668 -2.877 1.45 0.46 -0.72
C 17.402 -24.341 -5.909 0.09 1.66 0.79
C 15.792 -19.704 -7.835 -0.17 -0.67 0.56
C 19.995 -14.186 -1.876 -0.13 -0.51 0.22
C 17.240 -21.994 -2.343 0.81 -0.67 -0.78
C 8.720 -20.043 -8.484 -0.03 -0.31 0.01
C 11.010 -21.192 -1.476 0.52 0.41 -0.17
C 17.777 -14.842 1.935 0.17 -1.10 0.64
C 12.594 -10.813 -0.686 1.00 -0.58 0.98
C 12.159 -22.113 -1.077 0.77 0.12 -2.70
C 15.466 -19.118 -0.919 0.20 -0.23 -0.02
C 13.830 -15.984 -9.879 0.76 0.01 -0.95
C 11.191 -15.167 -2.458 1.16 -0.89 -0.30
C 10.336 -19.049 -7.015 0.52 0.03 -2.17
C 17.477 -19.751 -6.135 0.73 -0.06 -0.66
C 19.361 -19.335 -4.415 -0.27 -1.33 -0.55
C 18.954 -24.083 -5.823 -2.27 -0.93 -1.48
C 21.719 -14.706 -0.274 -0.29 -0.62 -0.41
C 10.629 -18.929 -2.131 -0.07 0.30 0.71
C 15.322 -23.134 -5.672 0.74 0.40 1.07
C 17.582 -15.359 -8.584 0.24 -1.34 -0.25
C 11.435 -15.660 -10.838 0.43 0.54 -0.01
C 19.649 -11.465 -6.191 0.29 -0.99 -0.82
C 13.492 -11.365 -1.809 -1.13 -0.31 0.74
C 15.654 -20.555 -1.520 -0.05 1.24 1.08
C 18.406 -12.335 -6.414 -0.33 0.16 -0.31
C 21.603 -14.576 -3.786 -0.10 0.28 0.12
C 10.453 -17.141 -12.423 -0.91 0.04 1.40
C 20.389 -15.120 -3.003 1.00 -0.71 -0.59
C 14.033 -18.639 -0.904 -0.25 0.12 -0.76
C 12.605 -15.478 -3.098 -0.32 0.24 1.42
C 12.371 -20.233 -5.738 -0.47 -0.75 -1.44
C 18.655 -13.593 -7.383 0.67 2.05 1.29
C 15.248 -16.927 -5.081 -1.17 3.19 -2.13
C 16.483 -15.668 1.966 -0.74 -0.01 -1.27
C 11.326 -15.271 -0.926 -1.13 0.00 0.15
C 15.185 -14.839 1.972 1.20 -0.23 0.87
C 19.445 -23.080 -6.842 0.65 0.80 0.34
C 12.945 -22.532 -2.347 0.15 -0.28 0.25
C 16.158 -13.990 -2.084 -0.69 1.48 0.49
C 18.855 -19.169 -5.859 0.50 1.76 0.84
C 10.131 -14.563 1.143 0.64 0.24 0.19
C 12.424 -15.508 -9.643 -0.91 -1.05 -0.50
C 13.626 -16.257 3.140 0.04 -0.49 -0.68
C 14.338 -12.563 -1.350 0.46 0.04 -0.59
C 11.826 -19.044 -6.584 -0.73 -0.75 2.05
H 16.808 -19.273 -5.419 -0.50 0.06 -0.13
H 16.479 -14.498 -2.993 0.13 0.20 -0.08
H 13.973 -17.585 -0.631 0.16 0.08 0.49
H 9.788 -13.739 -2.510 -0.20 0.15 0.11
H 14.978 -12.338 -0.496 0.02 0.38 0.42
H 11.796 -10.183 -1.078 0.32 0.06 0.05
H 17.836 -12.047 -4.425 -0.72 0.87 -0.42
H 11.902 -17.279 -9.233 -0.01 -1.00 0.60
H 16.903 -21.734 -3.347 -0.26 -0.58 -0.28
H 19.288 -14.720 -1.242 -0.49 0.00 0.14
H 16.124 -17.199 -1.344 -0.29 0.16 0.18
H 13.001 -12.125 -3.648 0.42 0.19 -0.51
H 17.643 -11.674 -6.826 -0.17 -0.27 -0.54
H 19.600 -19.481 -6.591 -0.07 -0.53 0.03
H 12.370 -21.161 -6.310 0.35 -0.13 -0.10
H 12.159 -11.602 -0.072 -0.45 -0.45 -0.36
H 15.197 -14.251 2.890 -0.26 0.11 0.29
H 12.606 -16.601 2.974 -0.03 0.08 0.09
H 9.630 -18.816 -6.218 -0.02 -0.91 0.61
H 19.663 -25.789 -5.115 0.63 -0.30 0.39
H 18.492 -15.872 -3.478 -0.08 0.03 0.28
H 15.555 -16.966 0.669 -0.15 -0.11 0.21
H 15.276 -14.108 1.169 -0.76 -0.32 -0.45
H 8.657 -19.282 -9.262 0.11 0.62 0.20
H 22.508 -14.509 -3.182 -0.07 -0.39 0.20
H 11.852 -12.373 -2.640 -0.22 -0.03 0.74
H 18.983 -26.019 -6.462 -0.13 -0.03 -0.76
H 10.895 -13.800 1.289 0.24 0.19 -0.40
H 22.241 -15.415 -0.917 0.48 -0.03 0.11
H 22.385 -14.231 0.446 0.08 0.28 -0.43
H 13.328 -19.209 -0.299 0.21 -0.04 -0.11
H 20.094 -11.169 -7.141 0.04 0.21 -0.04
H 21.827 -15.163 -4.677 -0.10 -0.18 0.05
H 12.922 -21.602 -0.490 -0.36 0.33 0.60
H 18.774 -22.266 -7.117 -0.38 -0.24 0.18
H 10.454 -21.647 -2.296 -0.02 -0.12 -0.28
H 19.118 -13.107 -8.241 -0.26 -0.39 -0.65
H 15.515 -19.550 -8.878 0.71 0.07 -0.15
H 12.999 -16.485 -2.959 -0.84 -0.53 -0.19
H 20.660 -16.100 -2.611 0.66 0.01 0.73
H 15.080 -19.107 -7.266 0.05 0.25 0.39
H 13.703 -18.611 -1.942 -0.35 -0.36 -0.05
H 15.638 -20.753 -7.582 -0.48 -0.23 -0.13
H 17.202 -18.351 -1.491 0.42 -0.02 -0.45
H 12.372 -14.496 -9.243 0.10 0.14 -0.18
H 9.769 -19.272 -2.707 -0.07 0.00 -0.23
H 10.738 -16.454 -13.220 0.25 -0.37 -0.13
H 17.036 -24.685 -6.876 0.37 -0.05 -0.39
H 14.228 -10.583 -1.999 -0.26 0.18 -0.97
H 19.592 -16.012 -4.658 0.08 -0.12 -0.17
H 18.604 -15.534 2.095 0.12 -0.26 0.31
H 11.672 -16.293 -0.772 -0.22 -0.28 0.45
H 12.853 -18.001 -5.270 0.35 0.32 0.10
H 9.216 -14.113 1.529 -0.41 -0.05 -0.82
H 12.427 -23.220 -3.015 -0.74 0.35 0.02
H 13.644 -15.584 3.997 0.17 0.19 -0.06
H 14.975 -22.159 -5.329 -0.03 0.27 -0.52
H 18.323 -17.610 -6.915 -0.10 0.51 -0.18
H 10.906 -16.242 -8.591 -0.64 0.02 0.32
H 17.835 -14.145 2.770 -0.06 0.36 -0.32
H 17.944 -15.142 -9.589 0.35 0.92 0.07
H 19.520 -20.400 -4.247 -0.20 -0.17 0.49
H 15.429 -17.771 -3.732 0.40 -1.61 2.63
H 10.283 -18.184 -12.690 1.01 -0.01 -0.31
H 11.721 -14.924 -11.589 0.32 -0.55 -0.87
H 21.478 -13.542 -4.107 -0.48 0.09 -0.12
H 14.384 -15.223 -10.428 0.30 -0.16 0.08
H 20.378 -12.097 -5.684 0.25 0.24 0.24
H 16.789 -22.891 -1.917 -0.28 -0.38 -0.40
H 12.140 -14.645 -0.561 -0.32 0.46 0.15
H 17.170 -17.181 0.824 0.05 -0.29 -0.23
H 14.236 -17.144 3.313 0.09 -0.07 0.47
H 9.441 -16.897 -12.100 -0.29 0.65 -0.05
H 19.128 -23.643 -4.841 0.12 -0.49 0.17
H 18.232 -16.134 -8.178 0.10 -0.14 -0.06
H 16.605 -15.805 -8.775 -0.16 0.23 0.56
H 17.501 -20.822 -5.934 -0.42 -0.27 -0.40
H 13.854 -16.915 -10.445 -0.36 0.06 -0.54
H 10.218 -18.149 -7.618 0.13 0.32 -0.21
H 10.288 -21.117 -0.663 -0.02 0.50 0.40
H 12.305 -23.858 -0.052 0.67 -0.37 -0.55
H 11.787 -20.471 -4.849 -0.36 0.45 0.04
H 15.215 -20.582 -2.517 0.13 0.03 -0.27
H 13.764 -23.174 -2.024 0.54 0.35 0.08
H 14.368 -16.314 -8.991 -0.16 0.79 0.49
H 13.372 -19.975 -5.392 0.13 -0.16 -0.18
H 19.527 -13.281 -2.263 -0.05 -0.02 -0.10
H 19.852 -23.511 -7.757 -0.06 -0.21 0.19
H 11.139 -18.095 -2.613 0.01 -0.14 -0.21
H 14.964 -23.371 -6.674 -0.12 -0.13 0.05
H 19.416 -14.224 -6.923 0.06 -0.30 0.17
H 15.126 -21.268 -0.885 -0.38 -0.11 0.04
H 19.422 -10.575 -5.605 -0.06 -0.15 0.01
H 18.056 -14.454 0.955 -0.75 0.58 0.04
H 20.239 -22.605 -6.266 0.55 0.32 -0.71
H 12.524 -18.723 -7.357 -0.27 -0.66 -0.49
H 17.094 -25.079 -5.168 0.08 -0.25 0.23
H 10.539 -13.932 -3.933 0.10 -0.02 -0.31
H 18.123 -17.328 -5.351 -0.35 0.00 0.16
H 12.571 -15.250 -4.163 0.22 0.29 0.16
H 10.459 -15.283 -10.533 -0.31 -0.13 0.39
H 15.825 -19.112 0.110 0.19 -0.42 0.30
H 18.587 -13.326 -4.688 0.20 -1.14 -0.08
H 18.317 -22.151 -2.408 0.07 -0.09 0.07
H 11.383 -18.177 -4.799 -0.56 0.13 0.04
H 18.618 -18.931 -3.727 -0.10 -0.16 0.15
H 11.082 -23.047 0.282 -0.84 0.14 0.13
H 13.302 -21.668 -2.908 0.11 -0.11 0.05
H 14.949 -23.779 -4.877 -0.28 -0.69 -0.33
H 8.542 -20.967 -9.034 -0.09 -0.21 0.36
H 13.215 -10.332 0.070 -0.04 0.69 -0.10
H 13.386 -14.959 -2.542 0.02 0.92 -0.55
H 15.749 -14.710 -1.375 0.01 -0.13 0.14
H 16.913 -13.355 -1.620 0.96 -0.92 0.29
H 10.583 -15.990 -2.834 -0.55 -0.19 0.28
H 16.406 -16.353 2.810 0.47 0.22 0.54
H 21.048 -15.321 0.326 -0.59 0.04 0.06
H 13.638 -13.335 -1.030 0.07 -0.54 -0.12
H 7.981 -19.896 -7.697 -0.46 0.07 -0.25
H 10.295 -18.553 -1.165 -0.49 0.21 0.08
H 20.320 -18.867 -4.191 -0.09 0.29 -0.50
H 10.361 -15.306 1.906 0.18 -0.76 -0.35
```
Forces are in eV/Å.

Results of the Löwdin charge analysis, in e, for atoms 1 through 8: 0.53, 0.44, -0.22, -0.18, -0.18, -0.22, -0.18, -0.22